Record 1
ORCA calculation (the ωB97M-V functional and the def2-TZVPD basis) on a single C4H8O2 molecule.

Gap between HOMO and LUMO = 8.44 eV
Electronic energy = -8366.6950 eV
Energy relative to the best compared isomer or geometry (same formula, charge and spin) = 635.5 kJ/mol

XYZ file:
```
14
Properties=species:S:1:pos:R:3:nbo_charge:R:1
C -0.3273 -2.1095 -0.1687 -0.25
O 0.0777 -0.8303 -0.5885 -0.52
C -0.5349 0.1830 0.1442 -0.09
C -0.0769 1.5684 -0.2991 -0.22
C 1.7016 1.2743 -0.1157 0.13
O 1.2463 2.4071 0.3406 -0.49
H 0.2291 -2.8344 -0.7660 0.20
H -1.4062 -2.2669 -0.3238 0.17
H -0.1011 -2.2740 0.8964 0.17
H -0.3567 0.0633 1.2271 0.18
H -1.6298 0.1767 -0.0081 0.19
H -0.7147 2.2600 0.2686 0.22
H -0.1312 1.7503 -1.3668 0.25
H 2.0242 0.6319 0.7598 0.07
```

Record 2
ORCA calculation (the ωB97M-V functional and the def2-TZVPD basis) on 9 unconnected molecules or ions with the total composition C45H57BN9O4PS in a non-equilibrium geometry.

Gap between HOMO and LUMO = 6.57 eV
Electronic energy = -89990.0307 eV
SMILES = CCP(CC)c1ccc2c(c1S)C(=O)N(CB(O)O)C2=O.c1cc[nH]c1.c1cc[nH]c1.c1cc[nH]c1.c1cc[nH]c1.c1cc[nH]c1.c1cc[nH]c1.c1cc[nH]c1.c1cc[nH]c1

XYZ file:
```
118
Properties=species:S:1:pos:R:3:mulliken_charge:R:1
C -1.4328 -1.0797 -0.7989 -1.04
C -1.3663 -2.6606 -0.7190 -0.40
P 0.1785 -3.2582 -1.6060 -0.25
C 1.1319 -4.5323 -0.6294 -0.29
C 0.5726 -5.9986 -0.7450 -1.22
C 1.2296 -1.8803 -2.2554 -0.07
C 0.8041 -1.2808 -3.5366 -0.78
C 1.4930 -0.1608 -4.1612 -0.09
C 2.6636 0.4258 -3.5429 -0.08
C 3.0861 -0.2027 -2.2920 0.10
C 2.4207 -1.2959 -1.6326 1.01
S 3.0212 -1.9425 -0.0603 -0.20
C 4.3573 0.6031 -1.9333 -0.06
O 5.1232 0.3761 -1.0269 -0.60
N 4.5196 1.6392 -2.8866 0.35
C 5.0087 2.9624 -2.4268 -0.81
B 4.0530 3.4807 -1.2098 0.84
O 2.7630 3.9340 -1.4496 -0.61
O 4.6103 3.4010 0.0999 -0.55
C 3.5709 1.6084 -3.9503 -0.09
O 3.5019 2.3578 -4.8822 -0.61
H -2.4261 -0.6933 -0.4617 0.39
H -1.3236 -0.7377 -1.8663 0.37
H -0.5702 -0.6143 -0.2533 0.17
H -1.5005 -3.0589 0.3169 0.27
H -2.2386 -3.0279 -1.3262 0.33
H 1.0698 -4.2513 0.4642 0.35
H 2.2320 -4.5120 -0.8614 0.22
H 1.0846 -6.5955 0.0626 0.37
H 0.8188 -6.4711 -1.7227 0.32
H -0.5122 -6.0052 -0.4838 0.34
H -0.0907 -1.7101 -4.0407 0.51
H 1.1045 0.2456 -5.1188 0.47
H 3.8348 -1.0132 0.5492 0.23
H 4.9771 3.7298 -3.2442 0.34
H 6.0696 2.9198 -2.0587 0.12
H 2.4196 4.2340 -0.5828 0.33
H 4.5597 2.4732 0.3925 0.31
C -1.7549 0.3054 3.9890 -0.19
C -0.7944 1.3372 4.1496 -0.82
C 0.2877 1.0137 3.3722 -0.41
N 0.0201 -0.1763 2.7513 0.12
C -1.2252 -0.6119 3.1181 -0.47
H -2.7247 0.2429 4.4576 0.52
H -0.8869 2.2179 4.7653 0.39
H 1.2227 1.5251 3.2083 0.42
H 0.6415 -0.6563 2.1222 0.16
H -1.6241 -1.5348 2.7294 0.30
C 1.6701 5.7562 -8.1481 -0.49
C 1.3913 5.9748 -6.7748 -0.46
C 2.1156 5.0548 -6.0597 -0.35
N 2.8169 4.2875 -6.9478 0.10
C 2.5554 4.7112 -8.2223 -0.62
H 1.2685 6.3035 -8.9865 0.38
H 0.7345 6.7221 -6.3576 0.40
H 2.1913 4.8798 -4.9985 0.43
H 3.4294 3.5301 -6.7005 0.28
H 3.0194 4.2329 -9.0699 0.36
C 6.8165 -6.2142 0.7932 -0.50
C 7.0482 -5.6426 2.0709 -0.54
C 6.1637 -4.6060 2.2209 -0.39
N 5.4099 -4.5268 1.0810 0.11
C 5.7982 -5.5067 0.2082 -0.40
H 7.3368 -7.0502 0.3533 0.39
H 7.7802 -5.9566 2.7981 0.38
H 6.0065 -3.9190 3.0368 0.36
H 4.6826 -3.8535 0.9108 0.19
H 5.3185 -5.6142 -0.7514 0.36
C -4.8544 -2.1957 5.3312 -0.53
C -6.0424 -2.0685 4.5641 -0.18
C -5.7431 -2.4479 3.2814 -0.67
N -4.4189 -2.7948 3.2432 0.08
C -3.8722 -2.6486 4.4901 -0.79
H -4.7337 -1.9807 6.3817 0.54
H -7.0078 -1.7370 4.9139 0.47
H -6.3548 -2.4999 2.3950 0.40
H -3.9255 -3.1089 2.4264 0.18
H -2.8340 -2.8777 4.6689 0.49
C 3.3305 -2.7052 -7.9253 -0.60
C 3.7056 -1.6503 -8.7970 -0.60
C 3.7641 -0.5034 -8.0484 -0.39
N 3.4345 -0.8241 -6.7592 0.13
C 3.1737 -2.1651 -6.6748 -0.38
H 3.1923 -3.7428 -8.1854 0.40
H 3.9101 -1.7244 -9.8535 0.39
H 4.0098 0.5105 -8.3204 0.38
H 3.3913 -0.1757 -5.9933 0.25
H 2.8987 -2.6168 -5.7349 0.38
C -3.4124 -2.0102 10.3741 -0.41
C -2.6127 -0.8446 10.4931 -0.38
C -3.1644 0.1138 9.6832 -0.52
N -4.2645 -0.4290 9.0755 0.02
C -4.4249 -1.7227 9.4961 -0.51
H -3.2629 -2.9527 10.8766 0.41
H -1.7324 -0.7224 11.1043 0.39
H -2.8699 1.1319 9.4860 0.37
H -4.8617 0.0477 8.4229 0.21
H -5.2429 -2.3244 9.1336 0.41
C -9.6920 -1.2108 3.5362 0.01
C -11.0684 -0.9801 3.2796 -0.80
C -11.2879 0.3667 3.4094 -0.44
N -10.0980 0.9582 3.7389 -0.01
C -9.1190 0.0048 3.8132 -0.46
H -9.1798 -2.1603 3.5185 0.40
H -11.8131 -1.7184 3.0277 0.37
H -12.1849 0.9539 3.2974 0.36
H -9.9641 1.9408 3.9004 0.19
H -8.1034 0.2725 4.0572 0.38
C 1.1580 6.8274 -1.7035 0.17
C 1.4044 7.4288 -0.4414 -0.59
C 0.5170 8.4647 -0.3024 -0.57
N -0.2520 8.5148 -1.4332 0.04
C 0.1289 7.5172 -2.2898 -0.86
H 1.6761 5.9846 -2.1319 0.49
H 2.1481 7.1349 0.2833 0.38
H 0.3675 9.1691 0.4998 0.38
H -0.9838 9.1808 -1.6076 0.19
H -0.3632 7.3862 -3.2400 0.39
```

Record 3
ORCA calculation (the ωB97M-V functional and the def2-TZVPD basis) on a molecular structure, C13H21Br3CaCl3F11MgN2O7PS2 in a non-equilibrium geometry.

Gap between HOMO and LUMO = 1.31 eV
Electronic energy = -363530.5643 eV
Charge = +1

XYZ file:
```
65
Properties=species:S:1:pos:R:3:mulliken_charge:R:1
F 1.0149 2.4272 3.0460 -0.21
C 0.1820 1.8396 1.9371 0.53
F 0.6271 0.4316 1.7959 -0.17
F -1.2411 1.9829 2.3857 -0.22
C 0.4136 2.7645 0.5883 0.71
F 0.0207 4.1654 0.9936 -0.24
F 1.8682 2.8817 0.2002 -0.30
C -0.5675 2.3634 -0.6627 -0.67
C 0.1325 1.4512 -1.8318 -0.55
C 0.6194 -0.0441 -1.3382 -0.60
P 2.5071 -0.1143 -0.9456 0.13
H -1.5997 1.9190 -0.2599 0.30
H -0.8743 3.3913 -1.1859 0.26
H -0.7110 1.2604 -2.6541 0.22
H 1.0095 2.0077 -2.4070 0.37
H -0.0574 -0.5060 -0.4900 0.37
H 0.4677 -0.7578 -2.2829 0.49
H 2.8332 0.4422 0.3739 0.21
H 3.1496 0.6895 -1.9942 0.21
H 3.0680 -1.4412 -0.9907 0.13
C 2.4707 4.5007 5.0073 -0.71
N 2.6235 5.1714 6.3266 0.83
O 3.7570 5.1978 6.8201 -0.50
O 1.6014 5.6524 6.8294 -0.50
H 3.4451 4.1264 4.6862 0.31
H 1.7648 3.6776 5.1359 0.28
H 2.0913 5.2431 4.3022 0.29
C -2.5721 6.4663 1.4288 0.43
Cl -1.5649 7.6003 2.3447 -0.13
Cl -4.2568 6.5524 1.9712 -0.12
Cl -2.4602 6.7976 -0.3081 -0.14
H -2.2032 5.4537 1.6107 -0.06
C -5.6035 3.2150 -2.6227 -0.53
C -5.4555 1.7623 -2.2505 -0.50
C -4.0497 1.4567 -2.7196 -0.66
O -3.2990 2.6733 -2.6047 -0.33
C -4.2130 3.7517 -2.3623 -0.27
H -6.3759 3.7381 -2.0532 0.35
H -5.8443 3.3023 -3.6888 0.27
H -5.5187 1.6502 -1.1617 0.39
H -6.2077 1.1128 -2.7054 0.25
H -4.0387 1.1553 -3.7724 0.27
H -3.5714 0.6715 -2.1269 0.43
H -4.0962 4.0600 -1.3176 0.13
H -3.9627 4.5992 -3.0064 0.28
C 1.3032 -4.1612 0.5564 0.43
F 1.2005 -2.8145 0.7458 -0.12
F 1.2760 -4.7259 1.8008 -0.01
F 0.1424 -4.5514 -0.0519 -0.22
S 2.7820 -4.6441 -0.3939 0.88
O 3.9073 -4.1673 0.4146 -0.53
O 2.6248 -3.9656 -1.6838 -0.62
N 2.5214 -6.2080 -0.3845 -0.12
S 3.6567 -7.0060 -1.1565 0.64
O 4.9737 -7.0453 -0.5168 -0.64
O 3.6847 -6.8483 -2.6133 -0.53
C 2.9742 -8.6768 -0.8936 1.09
F 1.7195 -8.8176 -1.4200 -0.08
F 2.8554 -8.9906 0.4313 -0.01
F 3.7350 -9.6622 -1.4523 -0.30
Ca 5.6560 -8.3253 -1.7604 1.40
Br 2.4153 -10.8968 -0.2513 -0.76
Br -5.5600 -0.4974 -2.1187 -0.45
Mg -0.0894 -10.2185 0.0320 0.30
Br 2.8982 -4.5197 2.6757 -0.37
```

Record 4
ORCA calculation (the ωB97M-V functional and the def2-TZVPD basis) on a single ClF3NO2PS molecule in a non-equilibrium geometry.

Gap between HOMO and LUMO = 8.38 eV
Electronic energy = -46382.5835 eV
Energy relative to the best compared isomer or geometry (same formula, charge and spin) = 315.2 kJ/mol

XYZ file:
```
9
Properties=species:S:1:pos:R:3:nbo_charge:R:1
N -2.2112 -0.7205 0.1591 -0.65
O 0.3429 -0.0675 0.7997 -1.07
O 2.2871 1.5945 0.3043 -0.79
F -2.1334 -2.1049 0.1798 -0.24
F -0.2699 0.2413 -1.4708 -0.55
F -1.5487 1.5419 0.1814 -0.53
P -0.9204 0.0718 -0.0311 2.46
S 2.1310 0.2865 0.8207 1.60
Cl 2.3226 -0.8430 -0.9431 -0.21
```

Record 5
ORCA calculation (the ωB97M-V functional and the def2-TZVPD basis) on 4 unconnected molecules or ions with the total composition C28H31F3O11 in a non-equilibrium geometry.

Gap between HOMO and LUMO = 7.32 eV
Electronic energy = -60206.2179 eV
SMILES = CCCCCC1=C(Cc2ccc(C)cc2)C(=O)C=CC1=O.O=C1OC[C@@H](F)O1.O=C1OC[C@@H](F)O1.O=C1OC[C@@H](F)O1

XYZ file:
```
73
Properties=species:S:1:pos:R:3:mulliken_charge:R:1
C 2.1676 1.0629 0.3518 -1.09
C 1.1542 1.7183 -0.7150 0.67
C 0.7203 3.2090 -0.2378 -0.51
C -0.7521 3.5664 -0.7738 -0.01
C -1.9326 3.3133 0.2833 -0.86
C -2.4098 1.7981 0.4068 0.33
C -3.0303 1.0219 -0.6002 0.48
C -3.2857 1.6164 -2.0577 -1.01
C -2.1464 1.0770 -3.0763 0.26
C -1.2157 -0.1240 -2.7766 0.05
C -0.0891 -0.5940 -3.7678 -0.68
C 0.1085 0.1715 -5.0985 0.73
C 1.3234 -0.3461 -6.0404 -1.04
C -0.8079 1.3667 -5.4444 -0.71
C -1.9256 1.8130 -4.4383 -0.45
C -3.5160 -0.4970 -0.3469 0.30
O -4.5142 -0.9999 -0.9387 -0.57
C -2.6647 -1.3234 0.7271 -0.03
C -2.0303 -0.5431 1.7438 -0.25
C -2.1749 1.0513 1.8210 0.04
O -2.1177 1.7081 2.8935 -0.57
H 3.2280 1.0795 -0.0658 0.30
H 2.1397 1.6368 1.3476 0.29
H 1.8119 -0.0167 0.5349 0.21
H 0.1843 1.1155 -0.8330 -0.62
H 1.6602 1.7533 -1.7527 0.37
H 1.4474 3.9292 -0.7979 -0.11
H 0.8871 3.4022 0.8743 0.48
H -0.8920 3.0639 -1.7885 -0.04
H -0.7486 4.7065 -0.9848 0.17
H -2.7913 4.0346 0.0570 0.38
H -1.5236 3.6085 1.3229 0.34
H -4.3264 1.2418 -2.3912 0.47
H -3.3154 2.7558 -2.0349 0.33
H -1.2832 -0.7168 -1.8039 0.10
H 0.5761 -1.4723 -3.4912 0.26
H 2.1712 -0.6075 -5.2969 0.29
H 1.0739 -1.3223 -6.5794 0.27
H 1.6940 0.4842 -6.7259 0.31
H -0.6909 1.9628 -6.4076 0.28
H -2.5613 2.7161 -4.7070 0.29
H -2.5654 -2.4538 0.6367 0.11
H -1.4024 -1.0976 2.5240 0.34
O -0.8775 -5.6362 4.8985 -0.57
C -0.8989 -5.3124 3.7462 0.63
O -1.7240 -5.8633 2.8128 -0.32
C -1.5382 -5.1214 1.6159 -0.29
C -0.1723 -4.5425 1.8076 0.28
F -0.0631 -3.3338 1.2028 -0.16
O -0.0954 -4.3537 3.2060 -0.27
H -2.3145 -4.3553 1.5402 0.25
H -1.5975 -5.7683 0.7395 0.34
H 0.6421 -5.1948 1.4792 0.18
O 4.2913 -9.1011 6.0604 -0.51
C 3.3768 -8.3420 6.1955 0.64
O 2.1537 -8.5070 5.6166 -0.33
C 1.3193 -7.4751 6.1272 0.00
C 2.3114 -6.4369 6.5422 0.38
F 1.8652 -5.7369 7.6121 -0.29
O 3.4315 -7.2018 6.9407 -0.32
H 0.7370 -7.8623 6.9681 0.26
H 0.6317 -7.1117 5.3629 -0.08
H 2.6020 -5.7475 5.7439 0.27
O 1.9226 4.9745 -3.2856 -0.49
C 2.0020 6.0177 -2.7071 0.66
O 2.4612 6.1505 -1.4294 -0.31
C 2.5226 7.5453 -1.1645 -0.40
C 1.5378 8.1019 -2.1425 0.29
F 1.9044 9.3399 -2.5513 -0.29
O 1.6379 7.2182 -3.2396 -0.30
H 3.5409 7.9035 -1.3404 0.27
H 2.2494 7.7603 -0.1303 0.28
H 0.5059 8.1222 -1.7798 0.27
```

Record 6
ORCA calculation (the ωB97M-V functional and the def2-TZVPD basis) on 2 unconnected molecules or ions with the total composition C3H4FN in a non-equilibrium geometry.

Gap between HOMO and LUMO (spin up / spin down) = 7.83 / 7.83 eV
Electronic energy = -7376.1335 eV
Energy relative to the best compared isomer or geometry (same formula, charge and spin) = 617.7 kJ/mol

XYZ file:
```
9
Properties=species:S:1:pos:R:3:nbo_charge:R:1
C -1.5394 0.9815 0.1107 -0.25
C -0.6541 -1.3143 0.3039 -0.01
C 2.4484 -0.6063 -0.1505 0.31
N -1.2386 -0.2153 0.1710 -0.31
F 2.3626 0.7236 0.0707 -0.35
H -1.7676 1.5466 -0.8724 0.20
H -1.4973 1.6788 1.0352 0.20
H -1.0089 -2.2721 0.4807 0.18
H 2.8950 -0.5225 -1.1492 0.02
```

- Look up the electronic energy of the fourth one.
  -46382.5835 eV